Here is a molecular structure, C4H8LiNiO3 at a distorted geometry from OMol25. Energies are from wB97M-V/def2-TZVPD.

Each line ends with the Mulliken charge.
Positions of all 17 atoms, in Å:
C: 1.083 0.454 0.514  -0.093
C: 0.770 -0.176 -0.849  -0.884
C: -0.698 -0.475 -1.026  -0.605
C: -1.270 -1.540 -0.186  0.185
O: -2.476 -1.788 -0.159  -0.603
O: 2.416 0.772 0.664  -0.591
Ni: 3.880 0.475 0.019  1.183
Li: -3.979 -0.825 -0.783  0.931
H: 0.763 -0.251 1.308  0.361
H: 0.451 1.357 0.632  0.352
H: 1.362 -1.096 -0.974  0.413
H: 1.086 0.527 -1.636  0.368
H: -0.951 -0.748 -2.064  0.453
H: -0.580 -2.077 0.493  0.394
O: -3.171 0.893 -1.292  -0.623
H: -3.309 1.293 -2.167  0.382
H: -1.638 0.557 -1.188  0.376

Calculated values
* E_tot: -51646.828 eV
* total charge: +2
* 2S+1: 4
* HOMO level (spin up / spin down): -18.17 / -18.18 eV
* orbital gap (spin up / spin down): 0.3297 / 0.2780 Eh
* M: 169.739 g/mol
* largest force on an atom: 2.5 eV/A
* ΔE to the lowest compared entry with this formula, charge and spin: 0.530 eV
* expectation value of S²: 3.7746